Below is a structure of composition C27H22IrN2PS in a non-equilibrium geometry, with properties calculated with ωB97M-V/def2-TZVPD.

Calculated values
<S²>   0.788
Total energy   -54272.0864 eV
Multiplicity   2
LUMO (spin up / spin down)   -11.5 / -11.8 eV
Total charge   +3

Last column: natural (NBO) charge in e.
Atoms and positions in Å:
Ir (0.146, 1.061, -0.003)  0.633
S (4.138, 2.582, 1.063)  0.644
P (-0.380, -1.132, 0.244)  1.452
N (-2.101, 1.187, 0.356)  -0.863
N (0.251, 3.111, 0.490)  -0.508
C (0.543, -2.552, 0.732)  -0.408
C (-2.858, -0.071, 0.386)  0.234
C (1.527, 3.561, 0.708)  0.153
C (2.039, 1.149, 0.460)  -0.070
C (0.556, 0.171, -4.053)  -0.020
C (-4.881, -1.327, 0.516)  -0.106
C (0.753, -2.805, 2.094)  -0.179
C (-0.799, 0.058, -3.662)  -0.203
C (-2.772, -2.480, 0.626)  -0.119
C (1.663, -4.592, 0.149)  -0.179
C (2.498, 2.488, 0.717)  -0.198
C (1.273, -0.542, -1.890)  -0.059
C (-0.741, 4.012, 0.487)  0.104
C (3.118, 0.231, 0.659)  -0.322
C (-4.236, -0.097, 0.390)  -0.237
C (-1.119, -0.326, -2.396)  -0.143
C (1.582, -0.125, -3.179)  -0.246
C (0.764, 5.817, 0.910)  -0.066
C (1.878, -4.841, 1.501)  -0.117
C (-0.081, -0.635, -1.447)  -0.430
C (-0.528, 5.363, 0.696)  -0.200
C (1.422, -3.955, 2.472)  -0.187
C (1.005, -3.442, -0.250)  -0.201
C (4.284, 0.854, 0.959)  -0.253
C (-4.158, -2.507, 0.641)  -0.176
C (1.806, 4.899, 0.914)  -0.162
C (-2.124, -1.252, 0.478)  -0.517
H (-5.962, -1.356, 0.538)  0.264
H (2.614, -0.069, -3.495)  0.265
H (3.045, -0.846, 0.602)  0.253
H (-2.155, -0.443, -2.103)  0.245
H (0.828, -3.260, -1.302)  0.229
H (-4.677, -3.450, 0.745)  0.266
H (-4.813, 0.817, 0.323)  0.249
H (-1.372, 6.038, 0.691)  0.276
H (2.827, 5.223, 1.071)  0.264
H (2.001, -5.301, -0.593)  0.257
H (-2.203, -3.398, 0.705)  0.251
H (0.395, -2.116, 2.850)  0.235
H (0.961, 6.869, 1.069)  0.275
H (5.249, 0.401, 1.137)  0.287
H (1.585, -4.165, 3.520)  0.258
H (2.403, -5.738, 1.800)  0.258
H (-1.747, 3.662, 0.310)  0.207
H (-2.583, 1.856, -0.242)  0.416
H (2.066, -0.890, -1.246)  0.243
H (0.784, 0.474, -5.068)  0.264
H (-1.579, 0.257, -4.385)  0.268
H (-2.137, 1.569, 1.302)  0.420